Density functional theory data (ωB97M-V/def2-TZVPD) for a molecular structure, C24H23Br43NO4P at a distorted geometry.

```
96
Properties=species:S:1:pos:R:3:lowdin_charge:R:1
C -1.983 1.699 -2.208 -0.103
C -1.260 0.750 -3.332 -0.300
O -1.717 -0.648 -3.358 -0.190
C -2.994 -0.835 -2.653 -0.208
C -4.439 -0.358 -3.346 -0.057
C -5.846 -0.571 -2.530 -0.176
C -5.830 -1.289 -1.054 -0.094
C -4.439 -1.779 -0.335 -0.004
C -2.996 -1.571 -1.155 -0.316
P -1.433 -2.220 -0.259 0.483
O -1.191 -3.870 -0.873 -0.471
Br 0.431 -1.025 -0.765 0.263
C -7.401 -1.352 -0.583 -0.223
O -7.857 -2.129 0.406 -0.008
N -8.097 -0.390 -1.526 0.062
C -7.402 -0.191 -2.889 -0.207
O -7.946 0.221 -4.052 -0.001
H -3.067 1.997 -2.595 0.090
H -1.972 1.277 -1.116 0.030
H -1.378 2.726 -2.186 0.101
H -0.100 0.774 -3.101 0.002
H -1.430 1.268 -4.377 0.045
H -4.483 0.130 -4.410 0.137
H -4.460 -2.272 0.729 0.037
H -1.177 -3.733 -1.875 0.068
H -8.172 0.591 -1.141 0.156
C 2.168 -3.679 2.214 -1.544
Br 2.236 -2.477 3.742 0.574
Br 0.348 -3.938 1.577 0.618
Br 3.360 -3.106 0.788 0.531
H 2.528 -4.654 2.559 -0.019
C 3.931 0.322 -1.906 -1.543
Br 2.489 1.625 -1.832 0.508
Br 3.600 -1.048 -3.247 0.544
Br 5.663 1.172 -2.152 0.538
H 3.957 -0.182 -0.934 -0.045
C -6.640 -4.193 3.181 -1.567
Br -7.724 -5.787 3.445 0.551
Br -6.195 -3.333 4.868 0.540
Br -5.054 -4.565 2.117 0.594
H -7.248 -3.484 2.610 -0.042
C -1.103 -2.327 6.078 -1.588
Br -0.542 -3.829 7.181 0.566
Br -2.947 -2.511 5.488 0.526
Br -0.792 -0.623 6.964 0.547
H -0.477 -2.340 5.180 -0.071
C 7.628 -1.947 0.441 -1.578
Br 8.185 -3.383 1.629 0.564
Br 6.410 -2.579 -0.938 0.522
Br 6.888 -0.440 1.424 0.549
H 8.528 -1.586 -0.068 -0.020
C -5.032 -4.025 -4.876 -1.526
Br -4.964 -2.822 -3.348 0.892
Br -6.852 -4.283 -5.513 0.571
Br -3.840 -3.451 -6.302 0.564
H -4.672 -5.000 -4.531 -0.025
C -9.640 -8.830 5.715 -1.608
Br -10.724 -10.424 5.980 0.554
Br -9.195 -7.969 7.402 0.552
Br -8.054 -9.202 4.652 0.529
H -10.248 -8.120 5.145 -0.025
C -1.035 2.611 9.389 -1.609
Br 0.493 2.018 10.437 0.523
Br -2.690 2.519 10.407 0.558
Br -0.750 4.379 8.630 0.554
H -1.137 1.915 8.550 -0.077
C 4.176 -0.299 11.840 -1.600
Br 4.733 -1.735 13.028 0.555
Br 2.959 -0.931 10.461 0.536
Br 3.437 1.208 12.823 0.543
H 5.076 0.062 11.331 -0.023
C 1.093 1.838 -6.702 -1.548
Br 1.590 1.764 -4.823 0.542
Br 2.242 0.715 -7.800 0.571
Br -0.790 1.428 -6.970 0.608
H 1.245 2.871 -7.033 -0.020
C 5.893 4.877 -3.832 -1.573
Br 6.390 4.803 -1.953 0.544
Br 7.042 3.755 -4.930 0.527
Br 4.010 4.467 -4.100 0.537
H 6.045 5.910 -4.163 -0.023
C 9.516 5.780 -7.517 -1.588
Br 9.584 6.982 -5.989 0.555
Br 7.696 5.522 -8.154 0.537
Br 10.708 6.353 -8.943 0.564
H 9.876 4.805 -7.172 -0.023
C -1.394 1.725 3.430 -1.587
Br -2.020 3.560 3.276 0.565
Br -1.621 0.741 1.767 0.558
Br 0.438 1.637 4.078 0.536
H -2.023 1.234 4.180 -0.034
C 10.416 10.552 -7.501 -1.620
Br 10.484 11.754 -5.974 0.552
Br 8.596 10.294 -8.138 0.534
Br 11.608 11.125 -8.928 0.551
H 10.776 9.577 -7.157 -0.071
```

Properties
maximum force: 0.18280 Eh/bohr
Kohn-Sham gap: 6.48 eV
E_LUMO: -0.07721 Eh
total energy: -112307.37389 Ha
HOMO: -8.59 eV